(1)
# C3H4NOPS2

A single C3H4NOPS2 molecule (ωB97M-V/def2-TZVPD, OMol25).

CARTESIAN COORDINATES (ANGSTROEM)
O 0.58579 0.89166 -1.20981
C 0.05510 0.80200 0.05435
C -0.36411 1.77077 0.91753
S -1.26946 1.04653 2.30890
C -0.97333 -0.60070 1.97635
S -1.23260 -2.05738 2.50003
N -0.22950 -0.46119 0.34050
P 0.13895 -1.70053 -0.71825
H 0.82180 1.77164 -1.56225
H -0.31152 2.90687 0.73143
H -1.16666 -2.16961 -0.93398
H -0.06782 -2.56945 0.29339

Computed properties:
- 2S+1: 1
- Largest force on an atom: 4.57 eV/A
- Total charge: 0
- E: -1384.34421 hartree
- SMILES: Oc1csc(=S)n1P

(2)
# C34H40N4O7SeTl

A molecular structure, C34H40N4O7SeTl (ωB97M-V/def2-TZVPD, OMol25).

CARTESIAN COORDINATES (ANGSTROEM)
Tl -0.40351 1.00178 0.26475
C 4.12530 0.21376 0.16804
C 3.27151 1.44306 0.37702
C 2.71446 1.68829 1.63367
C 2.94271 0.70006 2.75267
C 1.92559 2.82559 1.84090
C 1.37140 3.11679 3.21719
C 1.66098 3.68797 0.77426
C 0.68684 4.83215 0.93157
C 2.26094 3.47197 -0.47247
C 2.02643 4.47848 -1.57411
C 3.04827 2.33370 -0.67943
C 3.64334 2.02412 -2.03583
H 3.51785 -0.66405 -0.07333
H 4.70231 -0.02112 1.06157
H 4.82879 0.34584 -0.64998
H 3.89370 0.87932 3.26526
H 2.96198 -0.32101 2.37514
H 2.15319 0.74508 3.49666
H 0.40945 2.62159 3.39267
H 1.21927 4.18360 3.36499
H 2.05472 2.77824 3.99425
H 1.19214 5.78224 1.13365
H -0.01667 4.65076 1.74101
H 0.09750 4.95699 0.02377
H 1.07079 4.30053 -2.07786
H 2.81450 4.45399 -2.32270
H 2.00095 5.49151 -1.17227
H 4.70068 2.30325 -2.08319
H 3.12906 2.55152 -2.83334
H 3.57488 0.95832 -2.26038
O -3.21807 -2.03090 -1.28209
C -2.13996 -1.99099 -0.71904
O -2.01491 -1.32895 0.42190
C -0.94983 -2.69936 -1.29743
C -1.11023 -4.02361 -1.60118
C -0.05253 -4.75585 -2.15176
C 1.15765 -4.14985 -2.41552
C 1.29722 -2.80184 -2.17240
C 0.25841 -1.97543 -1.61756
O 0.37953 -0.74909 -1.42538
N 2.59296 -2.21951 -2.51330
O 3.58297 -2.92252 -2.38544
O 2.62047 -1.08478 -2.95705
N -0.22665 -6.16239 -2.45784
O 0.73431 -6.78566 -2.88085
O -1.32784 -6.65569 -2.27357
H -2.05519 -4.51166 -1.40674
H 1.98234 -4.71806 -2.81958
C 0.05033 -1.51093 3.55682
C -1.13105 -1.78590 2.62077
C -1.33973 -3.30581 2.54332
C -0.76326 -1.23099 1.24280
C -2.35977 -1.07045 3.18132
C -2.36889 0.32439 3.24799
C -3.44531 1.01966 3.76879
C -4.55574 0.33287 4.24702
C -4.56354 -1.04974 4.19282
C -3.47562 -1.74181 3.66709
H 0.96280 -1.96193 3.15755
H -0.13582 -1.92696 4.54994
H 0.21971 -0.43884 3.65271
H -0.44651 -3.76483 2.11559
H -2.18555 -3.55576 1.89876
H -1.51105 -3.76067 3.52321
H -0.05966 -1.93506 0.79128
H -1.50829 0.86988 2.87719
H -3.42185 2.10232 3.79679
H -5.40473 0.87230 4.64742
H -5.42152 -1.60203 4.55630
H -3.51749 -2.82087 3.63015
C 0.50410 1.28605 -4.21273
N -0.82975 0.79576 -3.92801
C -1.24021 -0.50583 -4.13788
C -2.47622 -0.61788 -3.62096
N -2.80964 0.61990 -3.10441
C -4.04351 0.90502 -2.38999
C -1.79470 1.49818 -3.29379
Se -1.73609 3.27436 -2.77297
H 0.83018 0.89700 -5.17617
H 1.18221 0.94679 -3.43294
H 0.46520 2.37274 -4.23960
H -0.59797 -1.23649 -4.59433
H -3.12495 -1.46812 -3.51493
H -4.87545 0.46003 -2.93377
H -4.16036 1.98454 -2.34477
H -4.00025 0.48094 -1.38769

Computed properties:
- 2S+1: 1
- Largest force on an atom: 0.43 eV/A
- Total charge: -1
- E: -4639.15387 hartree